1.
C5H8CrF3O9S as an isolated structure, computed with ωB97M-V with the def2-TZVPD basis set.

As for the spin multiplicity: 4. The value obtained for the HOMO energy (alpha / beta) is -1.306 / -1.369 eV. The expectation value of S² is 3.768. As for the lowest unoccupied orbital energy (alpha / beta): 5.328 / 5.324 eV. The total energy is -2614.8507 Eh. Its net charge is -2.

Each line ends with the Löwdin spin population.
Element x y z (Å)
Cr  1.0699  -0.0989  -0.7891  2.827
C  -1.1089  3.3933  -2.2189  0.000
C  -0.4273  2.0393  -2.1261  0.003
O  -0.1189  1.3453  -3.1899  0.006
O  -0.2962  1.5044  -0.9821  0.001
H  -2.1719  3.1562  -2.1760  0.000
H  -0.9321  3.8196  -3.2064  0.000
H  -0.7666  4.0659  -1.4324  0.000
C  1.8292  -1.0231  3.1162  0.000
C  1.7415  -0.6012  1.6440  0.009
O  1.2233  0.4923  1.2719  -0.003
O  1.8784  -1.3132  0.6252  0.000
H  2.6606  -1.6851  3.3580  0.000
H  0.8862  -1.5169  3.3509  0.001
H  1.7192  -0.0978  3.6817  0.000
C  -2.3297  -1.2328  1.6749  0.000
F  -3.0024  -0.0798  1.3482  0.000
F  -1.3313  -0.9601  2.4814  0.000
F  -3.0866  -2.1714  2.2814  0.000
S  -1.6393  -2.0529  0.0590  0.005
O  -2.7541  -2.2447  -0.8978  0.001
O  -0.6194  -1.0720  -0.3768  0.017
O  -1.0314  -3.2707  0.6006  0.002
O  1.3403  -1.1280  -2.5021  0.056
H  1.4461  -1.9992  -2.9313  0.001
O  2.5509  1.0363  -1.3537  0.073
H  3.2706  1.6956  -1.3109  0.002

=====

2.
C36H44FeN5OS2Si as an isolated structure, computed with ωB97M-V with the def2-TZVPD basis set.

As for the spin multiplicity: 6. The value obtained for the HOMO energy (alpha / beta) is -7.304 / -7.334 eV. The expectation value of S² is 8.776. As for the lowest unoccupied orbital energy (alpha / beta): 0.088 / -1.467 eV. The total energy is -4096.7844 Eh.

Each line ends with the Löwdin spin population.
Element x y z (Å)
Fe  -0.1062  0.2765  -0.4910  3.863
C  -0.8483  -1.7048  -0.6970  0.197
Si  0.5594  -2.5814  -1.3721  0.046
C  2.1183  -1.5561  -0.9093  0.009
N  2.0116  -0.0785  -0.8768  0.055
C  2.2728  0.5917  -2.2124  0.012
C  3.3528  1.6597  -2.1841  0.001
C  4.6615  1.1820  -1.4784  0.000
C  4.3639  0.4992  -0.1154  0.003
C  2.8608  0.4998  0.2178  0.005
C  0.8277  -4.3335  -0.8306  0.014
C  -0.1732  -5.3163  -0.6854  0.002
C  0.1294  -6.6462  -0.4772  0.000
C  1.4732  -7.0443  -0.5292  0.001
C  2.4806  -6.1148  -0.6315  0.001
C  2.1586  -4.7597  -0.7138  0.002
C  0.5236  -2.7940  -3.2929  0.001
C  -0.3538  -2.0248  -4.0689  0.001
C  -0.3431  -2.0324  -5.4459  0.000
C  0.4708  -2.9099  -6.1220  0.000
C  1.3367  -3.7266  -5.4191  0.000
C  1.3478  -3.6833  -4.0132  0.000
H  -0.9879  -1.9533  0.3401  0.012
H  -1.7428  -1.8891  -1.2826  0.005
H  3.0321  -1.8298  -1.4668  0.001
H  2.3075  -1.8461  0.1242  0.000
H  1.3276  1.0588  -2.4844  0.006
H  2.4500  -0.1705  -2.9643  0.000
H  2.9259  2.5751  -1.7879  0.000
H  3.6337  1.9218  -3.2155  0.000
H  5.2460  2.0767  -1.3395  0.000
H  5.1811  0.5199  -2.1893  0.000
H  4.8872  1.0384  0.6846  0.000
H  4.8316  -0.5049  -0.0626  0.000
H  2.5309  1.5464  0.3452  0.001
H  2.6034  -0.0592  1.1379  0.000
H  -1.2229  -5.0200  -0.7389  0.001
H  -0.6475  -7.3995  -0.3630  0.000
H  1.6828  -8.0964  -0.4264  0.000
H  3.5163  -6.4859  -0.6322  0.000
H  2.9965  -4.0688  -0.7354  0.000
H  -1.0840  -1.4169  -3.5482  0.000
H  -0.9646  -1.3666  -6.0035  0.000
H  0.4615  -2.9809  -7.2248  0.000
H  1.9341  -4.4168  -5.9718  0.000
H  2.0507  -4.3454  -3.5011  0.000
C  -0.7585  6.2877  0.0278  0.000
C  0.3507  5.2499  0.0644  0.003
N  0.2960  4.3689  1.2228  0.002
C  0.6180  4.9479  2.5225  0.000
C  -0.5561  5.2535  3.4594  0.000
C  -0.1345  3.0866  1.1092  0.010
S  -0.7876  2.5246  -0.3526  0.061
N  -0.0464  2.3075  2.2123  0.008
C  -0.2147  1.0376  2.3839  0.008
O  -0.2143  0.1074  1.5013  0.088
C  -0.2767  0.5680  3.7975  0.003
C  -0.5671  -0.7868  4.1325  0.000
C  -0.4099  -1.1619  5.4340  0.000
C  0.0401  -0.2700  6.4099  0.000
C  0.2571  1.0644  6.1072  0.000
C  0.0848  1.4781  4.7945  0.000
H  -0.8658  6.6789  -0.9649  0.000
H  -0.4788  7.1140  0.6712  0.000
H  -1.7325  5.9354  0.3778  0.000
H  1.3105  5.7789  0.1062  0.000
H  0.3975  4.6177  -0.8319  0.002
H  1.2003  5.8490  2.3589  0.000
H  1.2615  4.2480  3.0462  0.000
H  -1.1750  6.0747  3.1092  0.000
H  -0.1443  5.5462  4.4195  0.000
H  -1.1917  4.3807  3.6187  0.000
H  -0.8256  -1.4729  3.3430  0.000
H  -0.6612  -2.1933  5.6954  0.000
H  0.2508  -0.6928  7.4122  0.000
H  0.6448  1.7329  6.8841  0.000
H  0.3356  2.4916  4.4965  0.000
C  -6.8506  -1.3769  0.1037  -0.003
C  -5.9861  -0.1796  -0.2038  -0.005
C  -6.2446  1.1101  0.3325  0.053
C  -5.3176  2.0972  0.0026  -0.006
N  -4.2796  1.8915  -0.7789  0.047
C  -4.1118  0.6340  -1.2086  0.032
S  -2.6267  0.3841  -2.0775  0.412
N  -4.9633  -0.3791  -1.0069  0.040
H  -7.9034  -1.0963  0.2035  0.000
H  -6.5168  -1.8286  1.0380  -0.001
H  -6.7704  -2.0956  -0.6805  0.000
H  -7.0478  1.2897  1.0026  0.004
H  -5.4620  3.1072  0.3589  -0.001

=====

3.
A 2-piece molecular cluster, C12H24NO2 overall, computed with ωB97M-V with the def2-TZVPD basis set.

The value obtained for the HOMO energy is -12.944 eV. As for the lowest unoccupied orbital energy: -3.136 eV. The total energy is -676.5041 Eh. Its net charge is +1.

Each line ends with the Löwdin charge.
Element x y z (Å)
C  0.5750  -3.1164  0.5296  -0.043
C  1.1953  -2.0218  0.8658  -0.033
C  -2.9874  3.1920  -0.3275  -0.082
C  0.0074  -3.4378  -0.7778  -0.197
C  -1.5058  2.9648  -0.7790  -0.276
C  0.2542  -2.4095  -1.8322  -0.190
C  -1.2143  1.5387  -0.5168  -0.240
C  -0.9821  -1.4694  -1.9496  -0.178
C  -0.0928  0.8892  -1.5127  -0.148
C  -0.6567  -0.1003  -2.5528  -0.200
C  1.6997  -0.9700  1.3598  -0.117
C  2.1793  1.7633  3.7487  -0.404
N  3.1897  -0.8845  1.5398  0.136
O  2.8880  0.8308  3.4651  0.010
O  1.2156  1.7587  4.5898  0.137
H  -3.6782  2.7826  -1.0675  0.082
H  -3.2700  4.1904  -0.1740  0.048
H  -3.0068  2.6469  0.6061  0.066
H  -1.0723  -3.4661  -0.7214  0.130
H  0.4352  -4.3795  -1.0703  0.123
H  -0.8395  3.7213  -0.3621  0.112
H  -1.4088  3.0317  -1.8509  0.094
H  1.1360  -1.8500  -1.6314  0.087
H  0.4870  -2.8022  -2.8152  0.123
H  -2.1611  1.0267  -0.6492  0.097
H  -0.9662  1.4147  0.5260  0.089
H  -1.3565  -1.2554  -1.0012  0.091
H  -1.6823  -1.9105  -2.5540  0.090
H  0.1705  1.8828  -1.9810  0.117
H  0.5228  0.2429  -0.9194  0.056
H  -1.5839  0.2354  -2.9765  0.108
H  0.1666  -0.1707  -3.2577  0.111
H  1.1970  0.0151  1.5390  0.130
H  2.3684  2.7546  3.3516  0.157
H  3.5859  0.1253  1.9754  0.212
H  3.5619  -1.2390  0.6537  0.158
H  3.4198  -1.5553  2.3170  0.173
H  0.5130  -3.9300  1.3104  0.156
H  1.0983  0.8035  5.0093  0.214

=====

4.
The molecule C4H4ClNO, computed with ωB97M-V with the def2-TZVPD basis set.

The value obtained for the HOMO energy (alpha / beta) is -8.856 / -9.233 eV. As for the lowest unoccupied orbital energy (alpha / beta): -0.320 / -0.569 eV. The total energy is -744.7330 Eh.

Each line ends with the Löwdin charge.
Element x y z (Å)
C  1.1810  0.2253  0.3809  -0.213
C  0.5843  -0.7917  -0.4502  -0.138
C  0.5247  1.1885  1.0712  0.101
C  -0.7079  -1.2085  -0.4761  -0.158
N  -1.8480  0.7866  0.3458  -0.386
O  -1.7325  -0.5810  0.2274  -0.211
Cl  -1.6444  1.5307  -1.1465  0.622
H  2.2981  0.3964  0.6006  0.124
H  1.2549  -1.3918  -1.1236  0.119
H  1.0647  1.8478  1.7141  0.031
H  -0.9748  -2.0024  -1.1435  0.109

=====

5.
A 12-piece molecular cluster, C5H34N2O12 overall, computed with ωB97M-V with the def2-TZVPD basis set.

Its structure (SMILES) is C=NCC[C@H](N)CO.O.O.O.O.O.O.O.O.O.O.O. The value obtained for the HOMO energy is -8.944 eV. As for the lowest unoccupied orbital energy: -0.034 eV. The total energy is -1223.2207 Eh.

Each line ends with the Löwdin charge.
Element x y z (Å)
C  3.3327  -0.6163  -1.7414  -0.027
N  2.2337  -0.2978  -1.2184  -0.038
C  2.1896  0.6670  -0.1394  -0.204
C  1.2676  0.1532  1.0081  -0.161
C  0.3276  1.2219  1.6271  -0.311
N  -0.6358  0.4672  2.4722  0.044
C  -0.4722  1.9925  0.5804  -0.236
O  -0.3320  3.3953  0.7457  -0.054
H  4.2955  -0.2915  -1.3310  0.087
H  3.3915  -1.1613  -2.6792  0.078
H  1.6875  1.5348  -0.5560  0.086
H  3.1716  0.9027  0.2899  0.119
H  0.7221  -0.7554  0.7661  0.055
H  1.8128  -0.3932  1.7948  0.115
H  0.8930  1.8198  2.3373  0.144
H  -1.1634  -0.2296  1.9613  0.025
H  -0.1625  -0.0348  3.2139  0.069
H  -0.1585  1.7447  -0.4454  0.100
H  -1.5308  1.7980  0.4558  0.090
H  0.3947  3.7788  0.2483  0.068
O  -3.2950  2.4585  1.6220  -0.052
H  -2.5275  2.8306  2.0685  0.038
H  -3.7812  3.1462  1.1626  0.051
O  -0.7222  -0.9593  -1.0668  -0.046
H  -0.1572  -0.2789  -1.4510  0.003
H  -1.6083  -0.5915  -0.9687  0.042
O  -3.8918  -1.9441  3.0831  -0.043
H  -3.6045  -1.3124  3.7539  0.070
H  -3.1411  -2.5325  2.9547  0.040
O  3.8338  -2.3130  1.0414  -0.071
H  3.8143  -1.3623  0.9103  -0.006
H  2.9218  -2.6114  0.8687  -0.016
O  1.3384  -3.0997  0.2641  -0.053
H  1.3710  -2.5599  -0.5389  0.036
H  0.9977  -3.9515  -0.0249  0.074
O  2.1150  4.5462  -1.8658  -0.076
H  2.4812  4.6617  -0.9946  0.019
H  1.9761  3.6973  -2.3193  -0.021
O  -0.5374  -2.6139  2.1211  -0.056
H  -0.7712  -2.3423  1.2211  0.012
H  -1.0150  -3.4442  2.2037  0.041
O  0.5973  -0.1643  -3.9656  -0.050
H  0.3458  -0.7980  -3.2774  0.030
H  0.3063  -0.6869  -4.7263  0.073
O  1.4671  2.3552  -3.3758  -0.062
H  0.7130  2.7444  -3.8317  0.063
H  1.3245  1.3940  -3.4265  -0.003
O  -3.2925  -0.7627  0.8976  -0.093
H  -3.8716  -0.8862  1.6875  0.019
H  -3.2983  0.2046  0.8555  0.010
O  -3.7511  -3.3495  -1.4919  -0.054
H  -4.2138  -3.0782  -0.6983  0.022
H  -2.8674  -2.9945  -1.3536  0.010

=====

Strongest force on any atom
In order: 0.1028; 0.0502; 0.0744; 0.0594; 0.0598
Unit: hartree/bohr